[1]
Entry from OMol25: the molecule C4H8ClN (ωB97M-V with the def2-TZVPD basis set).

For the gap between HOMO and LUMO, the calculation gives 10.834 eV. For the LUMO energy, the calculation gives 0.98 eV. The energy relative to the best compared isomer or geometry (same formula, charge and spin) comes out at 1.7726 eV. For the calculated total energy, the calculation gives -18287.999 eV. The SMILES is CC(C)/C=N/Cl.

```
14
Properties=species:S:1:pos:R:3:forces:R:3:mulliken_charge:R:1
C 0.010 0.592 1.306 -0.5232 -2.4904 0.1188 -1.551
C 0.609 0.039 0.012 -0.4126 -2.9974 2.1364 0.446
C 0.280 0.994 -1.056 2.6420 1.8668 0.6803 -1.374
C -0.133 -1.381 -0.226 6.7896 1.2029 -0.3229 -0.039
N -1.329 -1.352 -0.344 -4.3948 0.3210 -0.1928 -0.330
Cl -2.202 -2.784 -0.720 0.2365 -0.3002 -0.0024 -0.140
H -1.038 0.764 1.095 -0.1731 0.4097 0.4556 0.375
H 0.571 1.401 1.579 0.9258 2.7927 0.4464 0.465
H 0.137 -0.042 2.201 -0.3757 -0.3564 -0.5830 0.346
H 1.720 -0.130 0.228 -1.4283 0.0655 -0.8695 0.343
H -0.722 1.058 -1.300 -1.9292 -0.6444 -1.1840 0.425
H 0.410 1.950 -0.568 0.1821 0.7477 0.1554 0.317
H 1.051 1.066 -1.803 -0.3318 -0.4819 -1.0879 0.343
H 0.635 -2.175 -0.404 -1.2074 -0.1357 0.2495 0.372
```
Forces are in eV/Å.



[2]
Entry from OMol25: the molecule C2H6N4O (ωB97M-V with the def2-TZVPD basis set).

For the gap between HOMO and LUMO (alpha / beta), the calculation gives 6.665 / 6.663 eV. For the LUMO energy (alpha / beta), the calculation gives -0.24 / -0.24 eV. The energy relative to the best compared isomer or geometry (same formula, charge and spin) comes out at 6.1697 eV. For the calculated total energy, the calculation gives -10173.892 eV. The SMILES is NN/C=C(/N)N=O.

```
13
Properties=species:S:1:pos:R:3:forces:R:3:mulliken_charge:R:1
N -1.440 0.943 1.371 -0.3130 2.9206 0.0069 -0.659
N -1.618 0.719 0.015 -0.5333 0.2605 -0.0607 -0.074
C -0.807 -0.059 -0.733 3.4179 -0.5399 -0.3301 -0.292
C 0.512 -0.269 -0.478 0.3803 1.1627 2.0040 0.225
N 1.383 -1.088 -1.052 0.5255 -1.2327 -1.3527 -0.357
N 1.506 0.388 0.874 -1.3120 -1.2867 -0.9033 0.177
O 2.506 -0.249 1.008 -1.3071 0.9839 -0.6020 -0.385
H -0.928 0.290 1.930 0.5328 -0.7098 -0.3379 0.262
H -1.056 1.913 1.452 -0.1775 -1.5482 0.3445 0.263
H -2.547 0.545 -0.234 -1.6612 -0.0761 0.1097 0.234
H -1.117 -0.478 -1.705 -0.5309 0.3057 0.7502 0.251
H 2.201 -1.107 -0.497 1.3993 -0.6370 0.0645 0.209
H 1.404 -1.548 -1.951 -0.4207 0.3970 0.3069 0.146
```
Forces are in eV/Å.



[3]
Entry from OMol25: a cluster of 2 separate species, C22H33Si in total (ωB97M-V with the def2-TZVPD basis set).

For the gap between HOMO and LUMO, the calculation gives 5.531 eV. For the LUMO energy, the calculation gives -5.95 eV. The energy relative to the best compared isomer or geometry (same formula, charge and spin) comes out at 0.5816 eV. For the calculated total energy, the calculation gives -31219.879 eV. Its total charge is +1.

```
56
Properties=species:S:1:pos:R:3:forces:R:3:mulliken_charge:R:1
C 0.287 -0.845 -5.321 0.0589 -0.0921 -0.2369 -1.791
C -0.653 -0.573 -4.162 -0.0840 -0.7052 0.4639 0.917
C -1.094 0.880 -4.138 -0.1012 0.1565 0.0855 -1.593
Si 0.059 -1.169 -2.488 0.0294 0.3022 -0.0308 -0.548
C -1.064 -2.413 -1.565 0.7326 -0.0608 -0.4296 1.040
C -2.218 -2.896 -2.423 -0.1865 -0.1856 -0.0517 -1.909
C -1.553 -1.889 -0.225 -0.0530 0.0027 0.1754 -1.614
C 1.897 -1.696 -2.570 -0.6294 -0.0218 -0.4868 0.931
C 2.112 -3.122 -2.099 0.1273 -0.2229 -0.0581 -1.773
C 2.825 -0.730 -1.851 0.0901 0.1927 -0.0739 -1.498
H 0.057 0.018 -1.646 -0.0067 0.6993 0.5685 -0.222
H -0.173 -0.596 -6.279 -0.0456 0.0148 -0.0145 0.452
H 1.193 -0.243 -5.235 0.1016 0.0305 -0.0238 0.362
H 0.587 -1.892 -5.361 0.0510 -0.0451 -0.0806 0.400
H -1.539 -1.214 -4.264 0.0024 0.1978 -0.2926 0.355
H -1.557 1.170 -5.084 -0.0114 -0.0411 -0.0385 0.437
H -1.818 1.074 -3.345 -0.0175 0.0331 0.0484 0.338
H -0.245 1.546 -3.978 0.0623 0.0497 0.0384 0.337
H -0.373 -3.248 -1.393 -0.3127 -0.0962 0.1633 0.413
H -2.791 -3.680 -1.923 -0.0100 -0.0505 0.0421 0.452
H -2.910 -2.082 -2.637 -0.0767 0.0536 -0.0679 0.375
H -1.872 -3.298 -3.376 -0.0522 -0.0321 -0.0377 0.459
H -2.136 -2.643 0.307 -0.0203 -0.0712 0.0186 0.503
H -0.727 -1.594 0.423 0.1284 0.0370 0.0601 0.180
H -2.195 -1.018 -0.357 -0.0649 0.1323 -0.0607 0.344
H 2.093 -1.643 -3.649 0.2979 -0.0903 0.1658 0.456
H 3.144 -3.444 -2.248 0.0499 0.0028 -0.0207 0.451
H 1.898 -3.214 -1.033 -0.0325 -0.0645 0.1169 0.337
H 1.467 -3.823 -2.629 0.0145 -0.0979 0.0144 0.403
H 3.870 -1.023 -1.972 0.0310 -0.0422 -0.0264 0.447
H 2.723 0.289 -2.225 -0.0133 0.0466 0.0245 0.348
H 2.617 -0.710 -0.780 -0.0588 0.0083 0.1384 0.190
C -0.127 1.164 2.941 0.0297 0.4916 0.3742 -0.616
C -1.397 1.725 3.249 0.0610 0.0520 0.0837 1.165
C -2.521 1.200 2.573 0.2704 -0.1939 -0.1110 -0.514
C -3.786 1.684 2.796 -0.2658 -0.1327 -0.1844 -0.731
C -3.989 2.710 3.703 -0.1147 -0.1367 -0.1591 -0.300
C -2.915 3.248 4.388 0.2998 0.1780 0.2220 -1.115
C -1.649 2.768 4.169 0.1131 0.0960 0.1277 0.036
C 1.197 1.457 3.369 -0.0404 0.0786 0.0776 1.272
C 2.247 0.700 2.801 -0.3079 -0.1205 -0.1285 -0.499
C 3.558 0.915 3.149 0.2351 -0.1981 -0.1647 -0.751
C 3.880 1.891 4.077 0.0985 -0.1745 -0.1493 -0.297
C 2.882 2.653 4.655 -0.2534 0.2254 0.1893 -1.150
C 1.571 2.443 4.309 -0.0991 0.1235 0.0982 0.040
H -0.178 0.357 2.226 -0.0220 -0.2066 -0.2368 0.288
H -2.372 0.403 1.865 0.0256 -0.2073 -0.1921 0.401
H -4.625 1.266 2.263 -0.0567 -0.0670 -0.0670 0.438
H -4.981 3.090 3.877 -0.1980 0.0515 0.0154 0.421
H -3.070 4.046 5.100 0.0159 0.0275 0.0323 0.430
H -0.856 3.208 4.731 0.1437 0.1248 0.1332 0.438
H 2.004 -0.058 2.076 -0.0306 -0.1826 -0.1713 0.395
H 4.339 0.325 2.697 0.0438 -0.0675 -0.0554 0.424
H 4.908 2.056 4.350 0.2095 0.0160 0.0377 0.420
H 3.132 3.413 5.380 -0.0205 0.0289 0.0176 0.428
H 0.839 3.058 4.782 -0.1375 0.1531 0.1175 0.398
```
Forces are in eV/Å.